# 1
10
Properties=species:S:1:pos:R:3:nbo_charge:R:1 method="wB97M-V/def2-TZVPD" lumo_energy_ha="-0.3625 / -0.3549" multiplicity=7 homo_energy_ha="-0.689 / -0.692" homo_lumo_gap_ev="8.9 / 9.2" e_above_lowest_ev=0.458 e_tot_ha=-1023.68822 charge=+2
H -0.1941 -1.6917 -0.4590 0.237
F -1.5263 1.3856 -0.4470 -0.293
O -0.1440 0.5298 1.1209 -0.437
O 1.0778 -0.1119 -0.5344 -0.463
C -1.1167 0.2213 0.0941 0.414
C -0.2534 -0.6123 -0.8429 -0.176
C 1.0010 0.0254 0.7542 0.305
H -1.9641 -0.2910 0.5585 0.221
H -0.4369 -0.4342 -1.9057 0.278
Sm 3.5566 0.9791 1.6613 1.915



# 2
11
Properties=species:S:1:pos:R:3:nbo_charge:R:1 method="wB97M-V/def2-TZVPD" lumo_energy_ha="-0.4263 / -0.4110" multiplicity=4 homo_energy_ha="-0.761 / -0.761" homo_lumo_gap_ev="9.1 / 9.5" e_tot_ha=-1384.93950 charge=+2
H -1.1069 1.6527 -0.1301 0.257
O -1.0290 -0.4250 -0.1784 -0.423
O 1.0424 -0.3610 0.4850 -0.394
O -0.2362 -2.0670 1.1011 -0.748
C -0.4771 0.8996 -0.6124 -0.144
C 0.9554 0.9320 -0.1181 0.434
C -0.1190 -0.9780 0.5522 1.053
H -0.5608 0.9948 -1.6983 0.279
F 1.8359 0.9340 -1.1400 -0.273
H 1.2257 1.7048 0.6061 0.229
V -1.5304 -3.2868 1.1331 1.730



# 3
9
Properties=species:S:1:pos:R:3:nbo_charge:R:1 method="wB97M-V/def2-TZVPD" lumo_energy_ha="-0.0581 / -0.0632" multiplicity=1 homo_energy_ha="-0.300 / -0.298" homo_lumo_gap_ev="6.6 / 6.4" e_above_lowest_ev=2.172 e_tot_ha=-898.53263 charge=0
C -0.3909 -0.3427 0.5587 -0.589
C 0.2261 -1.2913 1.3196 -0.003
C -0.0428 1.4326 -1.5133 -0.831
F -0.4724 -2.1058 2.1330 -0.328
P 0.8164 0.6461 -0.3082 0.715
P 1.9620 -1.5013 1.1575 0.360
H -1.4626 -0.2397 0.4919 0.235
H -1.1075 1.3199 -1.6395 0.215
H 0.4717 2.0822 -2.1997 0.225



# 4
7
Properties=species:S:1:pos:R:3:mulliken_charge:R:1 method="wB97M-V/def2-TZVPD" lumo_energy_ha=-0.0802 multiplicity=1 homo_energy_ha=-0.257 homo_lumo_gap_ev=4.8 e_above_lowest_ev=2.677 e_tot_ha=-413.61848 charge=0
C 0.3465 0.0008 -1.0066 -0.141
C -0.2772 -0.3008 0.1308 -0.086
C 1.1398 -0.5446 0.0587 -0.194
I -2.5771 1.9422 1.6372 -0.729
H 0.3828 0.4321 -2.0337 0.333
H -1.0038 -0.5025 0.9556 0.398
H 1.9891 -1.0272 0.2579 0.419



# 5
9
Properties=species:S:1:pos:R:3:nbo_charge:R:1 method="wB97M-V/def2-TZVPD" lumo_energy_ha="-0.1015 / -0.0493" multiplicity=1 homo_energy_ha="-0.338 / -0.346" homo_lumo_gap_ev="6.4 / 8.1" e_above_lowest_ev=4.497 e_tot_ha=-766.06089 charge=0
C 1.6498 -1.1245 0.8151 -0.180
C 0.9028 -0.4717 0.1151 -0.024
C 0.0208 0.5831 -0.3815 -0.398
N -1.0518 0.8278 0.4658 -0.526
I -2.5210 1.9638 -0.0276 0.429
I -1.9041 -2.1765 -0.1984 -0.021
H 2.4492 -1.7242 1.0941 0.233
H -0.2089 0.5777 -1.5297 0.234
H 0.6632 1.5445 -0.3528 0.254



# 6
10
Properties=species:S:1:pos:R:3:nbo_charge:R:1 method="wB97M-V/def2-TZVPD" lumo_energy_ha=-0.0235 multiplicity=1 homo_energy_ha=-0.379 homo_lumo_gap_ev=9.7 e_above_lowest_ev=1.451 smiles="N#C[C@H](N)C(=O)I" e_tot_ha=-598.48275 charge=0
C 1.0086 -1.4207 -0.7080 0.245
C -0.3536 -0.5940 -0.6077 -0.190
C -2.0392 -0.9571 -0.3324 0.534
N 2.1226 -1.7306 -0.7432 -0.318
N -0.0354 0.3606 0.3950 -0.815
O -2.7252 -0.4756 0.4819 -0.461
I -2.7396 -2.5803 -1.7389 0.003
H -0.4299 0.0154 -1.5889 0.253
H 0.9352 0.6265 0.3594 0.380
H -0.0304 -0.0545 1.3755 0.368